Here is C5H10N2O4 in the gas phase in a non-equilibrium geometry from the OMol25 dataset. Energies are from the ωB97M-V functional and the def2-TZVPD basis.

Properties
LUMO level = 0.492 eV
Energy relative to the best compared isomer or geometry (same formula, charge and spin) = 1.675 eV
HOMO-LUMO gap = 10.2 eV
SMILES = N[C@@H](CO)C(=O)NCC(=O)O
Electronic energy = -606.96796 a.u.

Last column: Mulliken charge in e.
Element x y z (Å)
1 H 0.49725 0.38528 1.29035  0.2624
2 C -1.57780 -1.03046 0.26457  -0.5103
3 H -2.11332 -1.84471 0.68941  0.4003
4 H 2.02586 1.47036 -1.03906  0.3763
5 H -0.06735 1.78242 -1.27109  0.4076
6 C 0.67681 -0.83871 -0.69045  0.1782
7 H 1.93372 -1.28819 1.77090  0.2173
8 O -2.28027 1.11184 -0.57596  -0.5109
9 O 1.57215 -1.13737 -1.52221  -0.6519
10 H -0.89512 -2.01721 -1.42423  0.2932
11 H 2.92453 -0.90821 0.52120  0.2700
12 N 2.25428 -0.58262 1.15081  -0.7069
13 O 0.12858 2.01355 -0.34282  -0.6261
14 C 1.20644 0.07917 0.48660  0.6440
15 N -0.57819 -1.41735 -0.62146  -0.0096
16 C -2.67600 -0.05418 -0.09644  0.5567
17 O -3.74705 -0.31781 0.34932  -0.5390
18 H -1.12697 -0.50370 1.14215  0.1747
19 C 1.45230 1.46872 -0.13365  -0.9804
20 H -1.37551 1.30391 -0.49334  0.4620
21 H 1.76568 2.32527 0.54539  0.2923

Here is C5H10N2OS2 in the gas phase in a non-equilibrium geometry from the OMol25 dataset. Energies are from the ωB97M-V functional and the def2-TZVPD basis.

Properties
LUMO level = 0.105 eV
Energy relative to the best compared isomer or geometry (same formula, charge and spin) = 1.043 eV
HOMO-LUMO gap = 8.4 eV
SMILES = N/C(O)=N\CCCC(=S)S
Electronic energy = -1177.58626 a.u.

Last column: Mulliken charge in e.
Element x y z (Å)
1 H -2.33239 2.23841 0.05722  0.2455
2 O 0.33567 2.36997 1.38136  -0.5432
3 S 2.26695 0.00269 -1.11893  -0.2001
4 H -2.03680 0.02682 -0.91378  0.5244
5 C -0.63949 1.60747 0.83149  0.4471
6 N -0.38757 0.52867 0.27419  -0.0528
7 H 3.40012 0.65879 -0.71064  0.1674
8 H 0.31792 -2.75974 0.62981  0.3338
9 H -0.02590 -0.74118 -1.89612  0.1850
10 S 2.31263 -1.02876 1.70689  -0.2108
11 H 1.25780 1.95112 1.46308  0.3215
12 C -1.32794 -0.36969 -0.31233  -0.9617
13 H -1.74430 -0.81024 0.53740  0.4267
14 H -1.01498 -2.21017 -1.73644  0.3924
15 N -1.82163 2.36310 0.86398  -0.6015
16 C 0.61899 -2.01494 -0.20581  -0.8629
17 C -0.53390 -1.43703 -1.08572  -0.5882
18 H 1.19047 -2.74251 -0.76424  0.3920
19 H -1.51089 3.36869 0.80235  0.2780
20 C 1.67523 -1.00147 0.19624  0.3073

Here is a gas-phase ion, C5H10N2P (charge +1) in a non-equilibrium geometry from the OMol25 dataset. Energies are from the ωB97M-V functional and the def2-TZVPD basis.

Properties
LUMO level = -5.803 eV
Energy relative to the best compared isomer or geometry (same formula, charge and spin) = 3.324 eV
HOMO-LUMO gap = 7.0 eV
Charge = +1
Electronic energy = -646.97420 a.u.

Last column: Mulliken charge in e.
Element x y z (Å)
1 P 0.67306 -2.86068 -0.16403  -0.1141
2 H -2.12613 1.27638 1.34776  0.3596
3 H -1.97477 -0.56266 0.94885  0.2909
4 H 0.49665 2.31194 0.92414  0.3271
5 H 1.77439 0.86093 0.59178  0.3749
6 C -1.47712 0.45343 0.81285  -0.4577
7 H 0.98004 -3.27913 -1.48067  0.0739
8 H 1.71169 -2.70930 0.68400  0.0916
9 C 0.78465 1.24091 0.64307  -0.4123
10 H 0.56193 -0.64940 -2.42258  0.3424
11 C 0.51104 -0.33811 -1.27869  -0.0722
12 N 0.66421 -1.24549 -0.41451  -0.1400
13 N -1.23212 1.08121 -0.42743  -0.2702
14 C 0.18395 1.05679 -0.78618  -0.3813
15 H 0.26571 -0.27602 2.17895  0.3750
16 H -1.96441 1.34732 -1.09942  0.2275
17 H 0.28366 1.89361 -1.41552  0.5619
18 C -0.11642 0.39828 1.35763  -0.1769

Here is C5H10N2S in the gas phase in a non-equilibrium geometry from the OMol25 dataset. Energies are from the ωB97M-V functional and the def2-TZVPD basis.

Properties
LUMO level = 0.402 eV
Energy relative to the best compared isomer or geometry (same formula, charge and spin) = 1.855 eV
HOMO-LUMO gap = 8.9 eV
SMILES = C[C@]1(CN)CN1C=S
Electronic energy = -704.15562 a.u.

Last column: Mulliken charge in e.
Element x y z (Å)
1 C 0.75779 0.68158 1.43471  -1.5346
2 C -2.27908 0.37906 -0.43754  -0.1429
3 C 0.03368 1.24153 -0.92853  -0.7399
4 H -0.41565 -1.38338 -1.07680  0.4977
5 C 0.16054 -1.23989 -0.19505  -1.1544
6 H 0.70742 1.75152 1.48404  0.4193
7 H -2.70358 0.78261 -1.34688  0.3305
8 N 1.53557 -1.73385 -0.43396  -0.6350
9 H 0.23515 0.23428 2.27167  0.2901
10 H 1.99990 -1.69261 0.48671  0.3106
11 H 0.00383 0.88226 -1.96032  0.3125
12 N -1.09622 0.93776 -0.10019  -0.2567
13 H 2.09915 -1.05952 -1.03625  0.2975
14 H 0.45084 2.24055 -0.83672  0.2488
15 C 0.10822 0.23389 0.18101  1.3305
16 H 1.81439 0.36800 1.54903  0.3481
17 H -0.31211 -1.82420 0.61168  0.3728
18 S -3.09985 -0.79958 0.33338  -0.2951